Entry 1:
C24H29BCl52O6S | ωB97M-V with the def2-TZVPD basis set

The value obtained for the highest occupied orbital energy is -9.51 eV. For the HOMO-LUMO gap, the calculation gives 9.54 eV.

The geometry in ORCA input format:
```
! RIJCOSX wB97M-V def2-TZVPD def2/J DEFGRID3
* xyz 0 1
C 5.262 1.141 -2.074
C 4.258 0.606 -3.057
O 2.924 0.924 -2.659
B 2.121 -0.086 -2.269
O 1.911 -1.169 -3.078
C 1.350 0.007 -0.846
S 2.232 1.139 0.311
C -0.078 0.510 -0.987
C -0.264 1.534 -2.097
C 0.447 2.842 -1.952
O 0.959 3.346 -2.903
O 0.467 3.481 -0.791
O 1.411 -1.357 -0.301
C 0.567 -1.599 0.693
O 0.667 -1.256 1.810
Cl -0.806 -2.587 0.213
H 5.354 0.516 -1.199
H 5.032 2.149 -1.763
H 6.234 1.158 -2.545
H 4.428 1.088 -4.008
H 4.404 -0.459 -3.165
H 2.362 -1.970 -2.801
H 3.092 0.256 0.825
H -0.363 0.981 -0.053
H -0.760 -0.297 -1.159
H -1.316 1.796 -2.091
H -0.074 1.132 -3.076
H -0.043 3.004 -0.127
C -1.187 -3.172 4.093
Cl -2.435 -2.160 4.822
Cl -0.095 -3.817 5.310
Cl -1.922 -4.496 3.184
H -0.621 -2.557 3.404
C -0.693 -7.492 7.493
Cl -0.461 -9.201 7.104
Cl 0.856 -6.696 7.756
Cl -1.606 -6.665 6.236
H -1.261 -7.439 8.410
C 2.090 4.361 -5.326
Cl 2.260 2.680 -5.835
Cl 3.654 5.051 -4.899
Cl 1.299 5.322 -6.590
H 1.467 4.367 -4.445
C -3.949 -1.107 -4.979
Cl -4.906 -0.191 -6.138
Cl -2.223 -0.982 -5.346
Cl -4.299 -0.575 -3.331
H -4.231 -2.147 -5.061
C 3.241 3.252 -10.243
Cl 3.453 1.583 -10.788
Cl 4.720 3.862 -9.503
Cl 2.742 4.279 -11.585
H 2.462 3.269 -9.498
C -1.740 5.734 -1.719
Cl -2.648 4.460 -2.543
Cl -2.227 7.322 -2.298
Cl -1.956 5.602 0.029
H -0.690 5.595 -1.940
C -5.454 -3.861 5.485
Cl -5.494 -2.747 6.863
Cl -5.362 -5.530 6.052
Cl -6.852 -3.647 4.434
H -4.561 -3.655 4.914
C -6.349 0.920 3.733
Cl -5.130 2.153 3.403
Cl -6.915 0.185 2.231
Cl -5.709 -0.307 4.825
H -7.193 1.392 4.215
C 2.489 -0.970 -7.291
Cl 2.805 -2.656 -7.710
Cl 0.803 -0.773 -6.801
Cl 3.639 -0.420 -6.076
H 2.641 -0.371 -8.177
C -2.609 -6.279 -1.291
Cl -3.886 -5.332 -2.057
Cl -1.080 -6.070 -2.141
Cl -2.442 -5.839 0.409
H -2.885 -7.323 -1.345
C -0.325 -9.329 3.452
Cl 0.062 -11.011 3.087
Cl 1.141 -8.389 3.719
Cl -1.299 -8.609 2.168
H -0.905 -9.307 4.364
C -1.558 3.169 5.606
Cl -1.283 1.478 5.188
Cl -0.031 4.024 5.830
Cl -2.549 3.958 4.378
H -2.097 3.202 6.547
C -2.491 5.725 -7.400
Cl -3.401 4.588 -8.396
Cl -2.914 7.390 -7.801
Cl -2.747 5.405 -5.687
H -1.440 5.586 -7.611
C 3.431 4.610 4.565
Cl 3.799 3.953 2.972
Cl 3.918 3.490 5.837
Cl 4.193 6.184 4.790
H 2.361 4.743 4.625
C 7.483 0.111 -8.005
Cl 6.395 1.455 -8.368
Cl 6.649 -1.444 -8.093
Cl 8.856 0.143 -9.111
H 7.861 0.225 -7.000
C -2.387 5.500 9.208
Cl -2.108 3.794 8.837
Cl -0.860 6.334 9.472
Cl -3.311 6.265 7.917
H -2.965 5.553 10.118
C -0.641 -4.443 11.348
Cl 0.756 -3.419 11.028
Cl -1.271 -5.122 9.846
Cl -0.236 -5.722 12.491
H -1.415 -3.830 11.788
*
```

=====

Entry 2:
C47H67N11O3P | ωB97M-V with the def2-TZVPD basis set

The value obtained for the highest occupied orbital energy is -2.07 eV. For the HOMO-LUMO gap, the calculation gives 3.66 eV.

The geometry in ORCA input format:
```
! RIJCOSX wB97M-V def2-TZVPD def2/J DEFGRID3
* xyz -1 1
C 1.546 -2.642 1.060
C 0.704 -2.497 -0.235
O -0.535 -3.215 -0.216
P -1.625 -2.533 0.869
O -1.521 -3.328 2.139
C -3.304 -2.709 0.138
C -4.059 -3.985 0.654
C -5.204 -3.563 1.666
N -4.697 -3.111 2.954
O -1.186 -0.970 1.233
C -1.785 0.027 0.397
C -1.433 1.410 1.033
H 1.235 -1.874 1.787
H 2.609 -2.422 0.817
H 1.520 -3.651 1.495
H 1.302 -2.936 -1.059
H 0.577 -1.429 -0.497
H -3.220 -2.764 -0.968
H -3.977 -1.859 0.352
H -3.385 -4.745 1.077
H -4.579 -4.428 -0.231
H -5.716 -2.697 1.170
H -5.934 -4.395 1.789
H -4.841 -2.098 2.979
H -2.886 -0.023 0.378
H -1.367 0.051 -0.629
H -0.361 1.650 0.942
H -2.001 2.172 0.466
H -1.766 1.463 2.081
N 2.892 0.026 -1.474
C 2.440 0.997 -2.323
C 3.081 0.844 -3.525
C 3.951 -0.269 -3.396
C 3.809 -0.755 -2.121
H 2.592 -0.096 -0.523
H 1.702 1.711 -1.997
H 2.940 1.459 -4.398
H 4.606 -0.670 -4.154
H 4.279 -1.585 -1.620
N -0.801 4.838 -0.740
C -2.137 5.120 -0.655
C -2.313 6.005 0.378
C -1.035 6.268 0.933
C -0.121 5.535 0.222
H -0.384 4.213 -1.404
H -2.844 4.667 -1.330
H -3.256 6.416 0.703
H -0.812 6.920 1.763
H 0.949 5.447 0.319
N 4.609 5.438 0.732
C 3.809 4.772 -0.155
C 3.878 3.434 0.134
C 4.751 3.286 1.241
C 5.186 4.540 1.588
H 4.751 6.432 0.751
H 3.260 5.305 -0.914
H 3.359 2.650 -0.391
H 5.028 2.366 1.730
H 5.851 4.869 2.369
N -0.869 -5.993 -0.756
C -0.192 -5.926 -1.940
C -0.241 -7.166 -2.528
C -0.982 -8.011 -1.662
C -1.358 -7.255 -0.578
H -0.989 -5.225 -0.113
H 0.264 -5.006 -2.262
H 0.204 -7.434 -3.473
H -1.215 -9.053 -1.814
H -1.928 -7.507 0.301
N -7.467 4.990 1.326
C -6.185 5.236 0.915
C -5.436 4.119 1.183
C -6.300 3.161 1.774
C -7.547 3.726 1.847
H -8.231 5.636 1.256
H -5.918 6.181 0.470
H -4.384 4.002 0.977
H -6.038 2.170 2.108
H -8.480 3.341 2.224
N 7.212 -2.388 -4.726
C 7.882 -2.318 -5.917
C 7.837 -3.558 -6.499
C 7.107 -4.407 -5.628
C 6.732 -3.656 -4.544
H 7.090 -1.625 -4.084
H 8.332 -1.396 -6.245
H 8.277 -3.826 -7.445
H 6.880 -5.450 -5.779
H 6.169 -3.914 -3.663
N 5.511 9.362 -1.943
C 5.068 8.130 -1.543
C 6.082 7.229 -1.752
C 7.179 7.947 -2.295
C 6.797 9.260 -2.398
H 4.974 10.208 -1.908
H 4.073 8.001 -1.149
H 6.041 6.173 -1.539
H 8.139 7.547 -2.576
H 7.327 10.127 -2.756
N -1.703 -3.339 5.634
C -0.597 -3.377 4.839
C 0.506 -3.221 5.644
C 0.040 -3.090 6.981
C -1.331 -3.169 6.940
H -2.652 -3.424 5.299
H -0.711 -3.509 3.770
H 1.532 -3.204 5.311
H 0.638 -2.953 7.868
H -2.068 -3.119 7.725
N -3.647 -8.478 -3.556
C -2.983 -9.518 -4.143
C -3.865 -10.175 -4.964
C -5.109 -9.500 -4.871
C -4.941 -8.457 -3.996
H -3.243 -7.828 -2.900
H -1.945 -9.701 -3.926
H -3.641 -11.042 -5.564
H -6.022 -9.751 -5.386
H -5.630 -7.704 -3.650
N -3.086 4.973 4.889
C -2.801 5.210 6.206
C -1.685 6.007 6.258
C -1.286 6.262 4.920
C -2.172 5.612 4.099
H -3.850 4.415 4.553
H -3.411 4.793 6.989
H -1.209 6.365 7.156
H -0.445 6.854 4.596
H -2.231 5.549 3.025
*
```

=====

Entry 3:
C18H22Cl2GeN4PtSSe | ωB97M-V with the def2-TZVPD basis set

As for the relative energy (zero: lowest compared OMol25 entry of this formula, charge and spin): 0.836 eV. The value obtained for the highest occupied orbital energy is -18.50 eV. For the HOMO-LUMO gap, the calculation gives 4.93 eV.

The geometry in ORCA input format:
```
! RIJCOSX wB97M-V def2-TZVPD def2/J DEFGRID3
* xyz 4 1
Pt -0.755 -2.839 -0.266
S 4.698 -4.916 4.282
N 4.678 -4.798 2.680
C 3.494 -4.314 2.342
C 3.045 -4.057 0.988
C 3.765 -4.280 -0.194
C 3.162 -4.011 -1.408
C 1.858 -3.523 -1.451
N 1.182 -3.289 -0.327
C 1.756 -3.559 0.869
C 0.909 -3.321 1.991
N -0.331 -2.878 1.672
C -1.229 -2.672 2.636
C -0.901 -2.894 3.971
C 0.361 -3.344 4.313
C 1.304 -3.563 3.299
C 2.654 -4.065 3.463
N 3.227 -4.366 4.617
H 4.774 -4.671 -0.145
H 3.682 -4.187 -2.339
H 1.352 -3.326 -2.387
H -2.212 -2.333 2.335
H -1.654 -2.721 4.727
H 0.623 -3.542 5.345
Cl -2.711 -2.867 -1.526
C -3.479 -4.752 -1.481
Cl -2.516 -5.802 -2.375
H -4.439 -4.517 -1.926
H -3.476 -4.922 -0.412
C -0.294 6.694 0.693
Ge -1.004 6.722 -1.084
C 0.205 7.027 -2.535
C -2.828 7.262 -1.297
C -1.920 3.192 -1.311
Se -0.839 1.829 -1.467
C -0.736 1.623 -3.401
H -0.009 7.749 0.822
H 0.608 6.098 0.815
H -1.034 6.452 1.452
H 0.459 8.087 -2.373
H -0.262 6.944 -3.513
H 1.132 6.462 -2.482
H -2.773 8.316 -0.980
H -3.534 6.770 -0.631
H -3.175 7.235 -2.327
H -2.425 3.638 -2.165
H -2.260 3.485 -0.321
H -0.478 2.582 -3.844
H -1.702 1.267 -3.754
H 0.048 0.895 -3.591
*
```

=====

Entry 4:
C4H7Cl | ωB97M-V with the def2-TZVPD basis set

As for the SMILES: C=CCCCl. As for the relative energy (zero: lowest compared OMol25 entry of this formula, charge and spin): 1.067 eV. The value obtained for the highest occupied orbital energy is -9.55 eV. For the HOMO-LUMO gap, the calculation gives 10.46 eV.

The geometry in ORCA input format:
```
! RIJCOSX wB97M-V def2-TZVPD def2/J DEFGRID3
* xyz 0 1
C -1.081 -1.452 0.030
C -1.127 -0.107 -0.297
C -0.071 0.651 0.331
C 1.300 0.729 -0.200
Cl 2.327 -0.808 -0.046
H -1.793 -2.142 -0.373
H -0.347 -1.723 0.784
H -1.943 0.297 -0.880
H 0.089 0.282 1.447
H -0.358 1.842 0.336
H 1.754 1.629 0.143
H 1.250 0.802 -1.276
*
```

=====

Short version: calculated total energy = -700322.5303 -81646.4447 -185930.3701 -16782.3043 eV, in the order given.